[1]
ORCA calculation (ωB97M-V/def2-TZVPD) on a cluster of 12 separate species, C50H58IN11O5 in total.

Structure (XYZ):
```
125
Properties=species:S:1:pos:R:3:forces:R:3
H 5.0702 0.6840 -3.5684 -0.2 0.1 0.1
C -3.1770 3.7859 2.1428 2.5 -1.5 -0.6
N 3.5085 8.8500 3.9285 -0.1 -0.1 0.0
H 7.0557 -5.6833 -5.3856 0.0 -0.1 0.2
C -3.1559 -3.4485 -3.5915 0.0 0.0 0.0
H 1.8615 2.4832 -4.7508 0.0 0.2 -0.1
O 1.2452 3.8852 2.3971 -2.1 2.8 1.6
C -0.4997 -7.7356 0.6372 0.0 -0.1 0.0
H 1.5313 -5.2226 0.2445 0.0 -0.2 0.0
C -2.8535 4.3416 8.8370 0.0 0.0 0.1
H 5.6072 -2.8230 -4.6261 -0.1 0.0 -0.1
H -0.4513 -8.7129 -7.7666 -0.2 0.0 0.1
C -0.7150 4.5717 9.4485 0.0 0.0 0.0
H -5.7054 4.1733 9.2204 -0.3 0.3 -0.1
C 2.8960 -4.1280 -5.9777 0.1 0.0 -0.1
C 7.5335 -7.4137 -4.0415 0.0 0.2 -0.3
C -3.6752 -4.6899 -3.8831 0.0 0.3 -0.2
C 0.5331 -1.1192 -0.3585 0.2 0.4 -0.1
H -1.4754 -8.0935 0.9376 0.2 0.0 -0.1
C 2.8373 0.6556 -3.7343 -0.4 0.0 0.0
O -5.4639 4.9925 4.7630 5.2 -1.2 -8.0
H -5.8748 5.0261 6.8639 -0.2 0.1 0.2
H 3.2923 -2.3740 -3.2645 0.1 0.0 -0.2
C -2.6842 -8.7414 -7.9325 -0.4 0.0 0.0
C 0.9597 5.1693 -6.2343 0.1 0.1 0.3
H 1.1141 6.6956 4.4812 0.1 0.1 0.1
O -2.6165 2.7236 1.5590 -4.5 7.3 3.9
C 1.5108 4.5403 -5.1403 0.0 -0.1 -0.1
C -2.8390 5.0397 10.0238 -0.3 -0.1 -0.2
C -1.4853 5.1857 10.4106 0.4 -0.1 -0.1
H -3.6425 -6.5834 -2.6882 0.1 0.1 0.0
C 2.2216 8.4277 3.7181 0.0 0.0 -0.1
C -1.5782 -1.4148 0.3601 -0.1 0.1 0.1
H -1.8868 0.6468 0.7615 0.2 -0.2 -0.1
H -2.2795 -5.0507 -0.8972 -0.1 0.0 -0.2
H 2.6463 0.1002 -4.6433 0.0 0.0 0.1
H 7.3477 -8.4962 -2.0901 -0.1 0.1 -0.1
H 1.9038 4.9363 -4.2135 0.0 0.0 -0.2
C 4.6148 -3.1601 -4.8962 -0.1 0.2 0.3
C -3.6417 -8.1999 -7.1041 0.0 0.0 -0.1
H -8.8854 6.9283 9.3491 0.1 -0.1 0.0
H -3.7092 5.4055 10.5532 0.1 0.0 -0.1
C 3.2458 6.9818 5.1042 0.5 0.0 0.1
H 5.7585 -6.3836 -1.4373 0.1 -0.1 -0.1
N -1.5567 4.0562 8.4974 0.0 0.0 0.0
C 2.0302 7.2704 4.4392 -0.2 0.2 -0.3
C -2.6892 -4.7888 -1.8635 0.0 0.1 0.0
H 1.5535 8.9861 3.0760 0.1 -0.1 0.1
C -8.0679 6.3167 8.9898 0.0 -0.1 0.4
H 0.6701 -9.4707 -0.0187 0.0 0.2 0.0
H 2.0669 2.3125 -1.1093 0.2 -0.2 -0.3
H 0.1508 4.3080 -8.1364 0.1 0.0 0.2
H 3.4461 6.1419 5.7568 0.0 0.2 -0.1
N -0.1879 -6.4029 0.7109 -0.1 0.0 0.0
C 7.0976 -7.6492 -2.7157 -0.2 0.1 0.3
O -0.2910 4.3337 4.3009 3.0 1.2 -8.5
H -2.8752 -9.2968 -8.8416 0.0 0.1 0.2
N 2.4191 -3.5044 -4.8542 0.1 0.0 0.0
C -1.6453 -7.7185 -6.2192 0.1 0.0 0.0
C 3.4609 -2.9159 -4.1856 -0.1 0.0 0.1
H -1.1125 5.6855 11.2953 -0.1 -0.1 -0.2
H 2.6074 -7.6214 -0.4645 -0.2 0.0 0.1
C 4.1008 0.9599 -3.1738 0.3 0.2 0.3
H 0.3571 4.4565 9.3603 -0.2 0.0 0.0
C 0.0171 0.1083 -0.0076 0.0 -0.1 0.0
H 4.5625 2.0997 -1.2985 -0.1 -0.1 -0.2
N -2.9999 -7.5746 -6.0669 0.0 -0.1 0.0
C 6.9771 -6.2227 -4.4511 0.0 0.0 0.0
N -6.3905 4.8592 8.9311 -0.1 0.0 0.0
H 1.4503 -3.4827 -4.5634 0.4 0.0 -0.1
H -0.6450 6.6908 2.5284 -0.7 -2.3 -0.6
H 0.8600 1.9422 -6.9899 0.0 0.2 0.0
H -7.9073 6.8375 6.8179 0.1 -0.1 0.1
C 0.9570 2.9518 -6.6133 0.1 0.1 0.1
C -0.4769 -2.0832 -0.1261 -0.3 -0.1 0.1
H 0.4528 1.0982 -0.0326 -0.1 -0.2 0.1
C 1.8799 1.1971 -2.9059 -0.1 -0.1 0.1
C 3.8762 1.6785 -2.0209 0.1 0.0 -0.1
C -1.4207 -8.4371 -7.3721 0.2 0.2 0.3
C 4.2572 -3.9270 -6.0308 -0.3 -0.2 -0.3
H 3.9253 9.6795 3.5264 -0.2 -0.3 0.2
C 1.6116 -7.4400 -0.0814 0.1 0.4 0.0
C -0.9286 5.5988 2.1814 -0.2 -1.1 0.6
C 0.6088 4.1637 -7.1664 -0.1 -0.3 -0.1
H -3.6735 4.0229 8.2076 0.2 0.1 0.1
C -4.6150 4.9332 3.7233 -2.0 2.1 5.2
C -6.5249 5.3591 7.6620 0.1 0.0 0.0
H 5.1738 8.1262 5.0550 -0.2 -0.1 0.0
H -0.9590 -7.2973 -5.4967 -0.1 -0.1 -0.1
N -1.2664 -0.0821 0.4337 0.0 -0.1 -0.1
H -3.1591 -2.5244 -4.1540 0.0 -0.2 0.1
C -7.3308 5.4333 9.7465 -0.1 0.1 0.1
H -2.5539 -1.7727 0.6604 0.2 0.0 0.0
C 6.2888 -6.5943 -2.3563 0.0 0.0 0.0
C 0.6016 -8.4039 0.1510 -0.4 -0.1 0.1
H 4.9211 -4.2941 -6.8026 -0.1 0.0 0.1
N 6.2169 -5.7338 -3.4207 0.1 -0.1 0.1
H 8.1840 -8.0445 -4.6334 -0.1 0.1 0.1
H 2.0446 4.4149 2.6885 -1.1 -0.8 -0.2
C -2.4642 5.1807 2.6940 -0.2 1.9 1.4
H 5.6866 -4.8724 -3.4421 0.1 -0.3 -0.1
C 4.1423 7.9715 4.7681 0.0 0.0 0.1
C 0.0819 4.5549 3.0097 -1.9 -1.1 6.0
O -4.5906 4.0484 2.5401 1.7 -0.7 1.8
H -4.7217 -8.2046 -7.1646 0.2 0.0 0.0
H -2.1015 -2.7491 -1.8869 -0.1 -0.2 -0.1
N 1.5100 3.1913 -5.3822 -0.2 0.3 -0.2
H -4.2084 -4.9561 -4.7866 0.1 0.1 0.1
H -0.8083 -5.6740 1.0387 0.3 -0.3 -0.1
C 1.0956 -6.2124 0.2695 0.1 0.0 0.0
N 2.5216 1.8224 -1.8687 0.0 0.0 0.0
H 1.5289 -1.3006 -0.7416 -0.1 0.1 0.0
H -1.2661 3.5460 7.6735 -0.1 0.2 0.3
H -0.4084 -3.1499 -0.2959 0.0 0.1 0.0
H -3.4546 -7.0845 -5.3076 0.2 -0.2 -0.3
H -7.3937 5.1660 10.7928 0.0 0.1 -0.2
H 0.7998 1.1924 -2.9663 0.2 -0.1 0.0
C -7.5580 6.2693 7.6704 0.3 -0.2 -0.3
C -3.3803 -5.5383 -2.7893 0.2 -0.1 0.3
H 2.2274 -4.6586 -6.6423 0.1 0.1 0.1
C -3.3076 5.9298 3.6645 1.2 -4.5 -4.0
N -2.5621 -3.5169 -2.3580 -0.1 -0.1 -0.2
H 0.8239 6.2370 -6.3482 0.0 -0.2 0.0
I -2.9385 7.7916 4.7590 -0.4 -2.2 -1.2
H -0.8029 5.5212 1.0175 -0.3 0.0 2.4
```
Positions in Å, forces in eV/Å.

2S+1: 1
SMILES: O=C(O)CC1=C(I)C(=O)OC1=O.c1cc[nH]c1.c1cc[nH]c1.c1cc[nH]c1.c1cc[nH]c1.c1cc[nH]c1.c1cc[nH]c1.c1cc[nH]c1.c1cc[nH]c1.c1cc[nH]c1.c1cc[nH]c1.c1cc[nH]c1
HOMO-LUMO gap: 0.2045 Eh
electronic energy: -87510.6989 eV
energy above the lowest of the compared OMol25 structures with the same formula, charge and spin: 673.0 kJ/mol

[2]
ORCA calculation (ωB97M-V/def2-TZVPD) on a cluster of 2 separate species, CH8N2 in total.

Structure (XYZ):
```
11
Properties=species:S:1:pos:R:3:forces:R:3
H 0.0887 0.9294 2.9544 0.0 1.2 -1.2
N -0.0236 0.6582 -5.5174 -0.4 -1.4 -3.9
H 0.4260 1.0582 -6.3373 -0.4 0.0 0.0
H 0.1788 -2.0485 3.0125 0.0 0.5 0.0
H -0.6543 1.2810 -5.1649 -2.0 2.0 1.0
H -1.0869 0.0063 4.0449 0.7 1.0 -0.7
N -0.2857 -1.2467 2.5923 0.8 1.9 -1.2
H 0.6340 -0.1715 4.2062 -0.3 0.5 -0.6
H 0.1864 -1.0541 1.6842 -0.5 -0.6 0.9
C -0.1460 0.0329 3.4308 -0.7 -4.5 2.8
H 0.6824 0.5549 -4.9056 2.9 -0.6 2.9
```
Positions in Å, forces in eV/Å.

2S+1: 1
SMILES: CN.N
HOMO-LUMO gap: 0.3842 Eh
electronic energy: -4146.0690 eV
energy above the lowest of the compared OMol25 structures with the same formula, charge and spin: 64.2 kJ/mol

[3]
ORCA calculation (ωB97M-V/def2-TZVPD) on the molecule C3H7NO.

Structure (XYZ):
```
12
Properties=species:S:1:pos:R:3:forces:R:3
C 0.2835 0.3506 -0.3738 1.0 0.6 -0.2
H -0.2452 -1.5829 1.2469 -0.5 0.3 0.1
H 1.0623 2.0323 -1.6090 0.0 -1.2 0.4
N -0.8942 0.0979 -0.7326 0.0 0.0 -0.9
H 0.6312 0.0747 0.5937 0.4 -0.1 0.6
C 1.2816 0.9528 -1.3369 0.3 1.4 0.4
H -1.8957 -1.6008 1.8637 0.0 0.4 -0.3
O -1.6823 -0.6099 0.1218 -1.1 0.1 0.1
H -0.8902 -0.1101 2.0141 -0.3 0.0 -0.2
H 2.3343 0.9757 -0.9053 -1.4 -0.4 -0.7
H 1.1780 0.3737 -2.2461 0.6 0.0 -0.3
C -1.1634 -0.9541 1.3636 1.0 -1.2 0.9
```
Positions in Å, forces in eV/Å.

2S+1: 1
SMILES: C/C=N/OC
HOMO-LUMO gap: 0.3892 Eh
electronic energy: -6759.5389 eV
energy above the lowest of the compared OMol25 structures with the same formula, charge and spin: 309.9 kJ/mol

[4]
ORCA calculation (ωB97M-V/def2-TZVPD) on the molecule C6H5Br2OPS.

Structure (XYZ):
```
16
Properties=species:S:1:pos:R:3:forces:R:3
P 2.2389 0.0607 0.4871 0.0 0.7 -0.5
S 1.4877 1.0012 -1.3156 1.2 -0.3 0.1
Br 2.0036 -2.0438 -0.0221 0.0 -1.0 0.0
H -0.1980 0.1741 2.3532 0.4 1.0 1.7
O -0.1884 2.4965 1.0551 0.3 -2.2 -2.1
C -1.1582 -0.9569 1.0245 1.6 1.8 -1.2
H -2.0749 -1.9871 -0.7167 0.5 -0.2 -0.2
C -0.2828 1.3755 0.5096 -1.8 1.8 2.8
C -0.9025 -0.2949 -1.2943 -2.0 -0.6 1.2
C -1.3892 -1.2100 -0.4034 0.0 1.7 0.0
C -0.2907 1.0217 -0.9364 0.2 1.5 -0.8
H -1.2393 -0.4033 -2.2968 0.3 -0.1 -0.9
H -0.6336 1.9326 -1.5519 0.1 -1.6 0.8
H -1.1730 -1.6857 1.8043 -0.6 -0.7 0.1
C -0.5617 0.2214 1.3792 -0.5 -2.1 -0.8
Br 4.3621 0.2979 -0.0759 0.3 0.2 -0.1
```
Positions in Å, forces in eV/Å.

2S+1: 1
SMILES: O=C1C=CC=C[C@@H]1SP(Br)Br
HOMO-LUMO gap: 0.3049 Eh
electronic energy: -168559.2360 eV

[5]
ORCA calculation (ωB97M-V/def2-TZVPD) on a structure of composition C4H5NO.

Structure (XYZ):
```
11
Properties=species:S:1:pos:R:3:forces:R:3
H 1.5057 1.0719 -1.5356 -0.2 0.4 -0.1
C 0.8335 -1.2221 0.3566 0.1 -0.2 0.1
H 0.2654 -2.1209 0.0985 0.0 0.1 0.1
C 0.1864 0.0256 -0.1067 0.4 0.0 -0.2
H -2.4475 0.3516 1.3598 0.1 -0.4 -0.4
O -0.4725 1.8014 -1.0366 -1.0 -0.6 0.7
C 0.5810 0.9692 -0.9755 0.3 -0.6 0.1
H 1.7964 -1.2733 -0.1614 -0.1 -0.2 0.2
H 1.0288 -1.2250 1.4317 0.0 -0.1 -0.1
N -2.1996 0.8864 0.5314 0.8 0.5 -0.2
C -1.0775 0.7351 0.0377 -0.4 1.0 -0.2
```
Positions in Å, forces in eV/Å.

2S+1: 1
HOMO-LUMO gap: 0.3541 Eh
electronic energy: -7764.1029 eV
energy above the lowest of the compared OMol25 structures with the same formula, charge and spin: 233.8 kJ/mol